No. 1
106
Properties=species:S:1:pos:R:3:forces:R:3 method="wB97M-V/def2-TZVPD" charge=+2 lumo_ev="-5.83 / -6.25" total_energy_ev=-115762.3187 multiplicity=2 max_force_ev_per_a=0.6 gap_ev="6.9045 / 6.4858" homo_energy_ha="-0.468 / -0.468"
Sb -2.0830 2.3405 -0.3301 0.1 0.0 0.0
Ti 0.9293 -1.6526 -0.5483 0.3 0.4 -0.3
S 2.7244 -5.9342 -1.2999 0.0 0.0 0.0
S 5.2866 -0.5962 0.9798 0.1 0.0 0.0
S 2.4569 1.3252 -1.2747 0.0 -0.1 0.0
Si -1.1170 -2.1320 0.9833 -0.2 0.0 0.5
N 1.1953 0.4685 -0.7281 -0.2 0.1 0.2
N 1.8389 -3.6657 -0.4818 0.2 -0.1 -0.1
N 2.9731 0.3416 1.9996 0.1 -0.4 0.2
N 0.2274 -5.3840 -0.4996 0.0 0.0 0.1
N 2.9276 -1.4799 0.5256 0.0 -0.2 -0.4
C -0.3601 -3.3636 -2.8769 0.0 0.0 0.0
C -4.2274 2.2790 -0.0619 0.0 0.0 0.0
C -3.3899 -1.5350 -0.6017 0.0 0.0 0.0
C -1.5872 1.3332 1.5383 0.0 0.0 0.0
C 1.5776 -1.8582 -3.2599 0.0 0.0 0.2
C -2.3069 1.8531 2.7761 0.0 0.0 0.0
C -0.8825 -1.4080 3.6801 0.0 0.0 0.0
C -3.8378 -1.7346 1.8440 0.0 0.0 0.0
C 3.2223 -3.5386 -0.6725 0.0 -0.1 0.1
C 2.5446 3.9166 1.8207 0.0 0.0 0.0
C 3.9109 4.1578 1.9444 0.0 0.0 0.0
C 1.5405 4.7602 -3.2620 0.0 0.0 0.0
C 1.9972 3.8976 -2.2742 -0.1 0.1 0.0
C -1.5239 5.3256 -0.7555 0.0 0.0 0.0
C 0.8348 2.8908 -4.5983 0.0 0.0 0.0
C -4.8570 3.5097 0.5791 0.0 0.0 0.0
C -2.9849 -2.2721 0.6828 -0.1 0.1 0.0
C 1.2941 2.0202 -3.6258 0.0 0.1 0.0
C 4.3594 2.6541 0.1222 0.0 0.0 0.0
C 3.5797 -0.5618 1.2096 -0.2 0.1 0.1
C -1.3932 -3.8441 3.3149 0.0 0.0 0.0
C 2.0826 3.0462 0.8496 0.0 0.0 0.0
C 0.2539 -2.0178 -2.4938 0.0 0.0 -0.1
C 0.9535 4.2625 -4.4145 0.0 0.0 0.0
C 0.8599 -2.9578 2.8251 0.0 0.0 0.0
C 3.8184 -2.3123 -0.1456 0.1 -0.1 0.1
C 4.8152 3.5335 1.0987 0.0 0.0 0.0
C -1.6550 4.3241 0.3889 0.0 0.0 0.0
C 1.4679 -4.9103 -0.7179 -0.1 0.0 0.0
C 5.1189 -1.9714 -0.0500 -0.1 0.0 0.0
C -3.2842 -3.7722 0.4744 0.0 0.0 0.0
C 2.9985 2.4193 0.0152 0.1 0.2 -0.1
C -0.6377 -2.6250 2.7668 0.0 0.0 0.0
C 1.8512 2.5296 -2.4604 0.0 0.0 0.1
C 3.8478 -4.6373 -1.1320 0.0 0.0 0.0
C -0.7708 -0.9337 -2.8844 0.0 0.0 -0.1
H 1.1112 -3.8490 2.2461 0.0 0.0 0.0
H 4.8981 -4.7865 -1.3174 0.0 0.0 0.0
H 0.3575 -4.1823 -2.8481 0.0 0.0 0.0
H -3.1019 -4.3791 1.3596 0.0 0.0 0.0
H 0.3941 2.4975 -5.5045 0.0 0.0 0.0
H 5.9827 -2.4608 -0.4670 0.0 0.0 0.0
H -0.5391 -1.6547 4.6890 0.0 0.0 0.0
H -0.6960 0.0082 -2.3444 0.1 0.1 0.0
H -4.4310 1.3820 0.5287 0.0 0.0 0.0
H 2.1606 -0.9697 -2.9859 0.0 0.0 0.0
H -1.7861 -1.3008 -2.7517 0.1 0.0 0.0
H 5.8745 3.7305 1.1936 0.0 0.0 0.0
H -4.6621 4.4127 -0.0011 0.0 0.0 0.0
H -2.7189 -4.1928 -0.3656 0.0 0.0 0.0
H -4.3408 -3.8800 0.2136 0.0 0.0 0.0
H 0.4630 1.1102 -0.4288 -0.2 -0.1 -0.2
H -4.4868 3.6806 1.5906 0.0 0.0 0.0
H 1.4849 -2.1414 2.4608 0.0 0.0 0.0
H 1.3727 -1.7716 -4.3328 0.0 0.0 0.0
H 2.4551 4.3051 -1.3845 0.0 0.0 -0.1
H -2.4624 -3.6768 3.4302 0.0 0.0 0.0
H 1.2199 0.9568 -3.7736 -0.1 -0.2 0.0
H -0.3214 -0.5268 3.3511 0.0 0.0 0.0
H 1.1471 -3.1476 3.8631 0.0 0.0 0.0
H 1.6485 5.8275 -3.1233 0.0 0.0 0.0
H -0.9947 -4.0835 4.3051 0.0 0.0 0.0
H -1.3103 6.3283 -0.3823 0.0 0.0 0.0
H -4.4803 -1.5078 -0.6724 0.0 0.0 0.0
H 1.8441 4.4160 2.4771 0.0 0.0 0.0
H 2.0082 0.1951 2.2429 0.0 0.0 0.0
H -2.0223 1.3054 3.6776 0.0 0.0 0.0
H -0.4995 1.3890 1.6653 0.0 0.0 0.0
H -5.9399 3.3936 0.6436 0.0 0.0 0.0
H -4.8918 -1.8726 1.5871 0.0 0.0 0.0
H 0.5992 4.9433 -5.1767 0.0 0.0 0.0
H -1.9322 -1.1226 3.7475 0.0 0.0 0.0
H -1.2232 -3.6253 -2.2566 0.0 0.0 0.0
H -3.3897 1.7703 2.6723 0.0 0.0 0.0
H -0.5338 -4.7305 -0.4327 0.0 0.0 0.0
H -0.7319 -3.3095 -3.9067 0.0 0.0 0.0
H -3.0224 -2.0535 -1.4873 0.0 0.0 0.1
H -2.0769 2.9056 2.9481 0.0 0.0 0.0
H -1.2487 -4.7316 2.6942 0.0 0.0 0.0
H -2.4343 4.6246 1.0882 0.0 0.0 0.0
H -0.0105 -6.3201 -0.7817 0.0 0.0 0.0
H -0.7244 4.2588 0.9595 0.0 0.0 0.0
H 3.5152 0.9306 2.6092 0.0 0.0 0.0
H -2.4437 5.3883 -1.3403 0.0 0.0 0.0
H 5.0559 2.1602 -0.5445 0.0 0.0 0.0
H -3.0306 -0.5033 -0.6375 0.0 0.0 0.0
H -0.7226 5.0440 -1.4421 0.0 0.0 0.0
H 4.2680 4.8442 2.7005 0.0 0.0 0.0
H 1.0202 2.8608 0.7438 0.0 0.0 0.0
H -3.6648 -2.2521 2.7858 0.0 0.0 0.0
H -1.8236 0.2712 1.3714 0.0 0.0 0.0
H -0.6683 -0.7083 -3.9523 0.0 0.0 0.0
H 2.2293 -2.7259 -3.1302 0.0 0.0 0.0
H -4.6484 2.1024 -1.0519 0.0 0.0 0.0
H -3.6845 -0.6665 2.0085 0.0 0.0 0.0

---

No. 2
106
Properties=species:S:1:pos:R:3:forces:R:3 method="wB97M-V/def2-TZVPD" lumo_ev=0.14 total_energy_ev=-330749.4000 max_force_ev_per_a=6.2 gap_ev=9.1853 homo_energy_ha=-0.332 smiles="CCCCCCCCCCCC(=O)O[C@@](CCCCCCCCC)(CCOC=O)OC(=O)c1ccccc1.BrCCBr.BrCCBr"
Br -7.7933 5.8812 6.6990 -0.1 0.1 0.1
Br -7.4575 9.2654 5.2636 0.0 -0.1 0.0
Br -5.7153 5.3220 2.2541 0.1 0.0 -0.1
Br -3.0589 5.6746 4.7840 -0.1 0.0 0.0
O -2.4399 -4.1878 -2.1106 1.4 -1.1 2.0
O -0.1757 -4.3662 -1.4489 1.0 2.0 0.6
O 1.4998 -0.9292 -7.0580 -3.6 -1.0 4.1
O -2.4110 -6.1054 -0.6980 -0.8 5.9 -1.7
O 0.1266 -2.2834 -5.6668 1.4 2.3 0.1
O 0.8239 -3.1798 0.3678 -0.8 -2.3 -5.0
C -1.3237 -2.0543 -1.6026 -0.9 -0.5 0.8
C -1.7884 4.1171 0.6084 0.7 0.2 0.6
C 2.2851 -3.3613 -1.5831 -0.4 -0.8 0.8
C -5.4490 -3.0477 1.5443 4.2 -1.4 -0.2
C 2.6008 -1.8034 -1.8120 0.7 0.5 -0.7
C 7.7028 1.2665 0.7654 0.7 0.2 0.3
C -0.6930 3.7874 1.7663 -0.3 0.2 -0.2
C -2.8288 0.1150 -2.1364 -0.4 -0.4 -0.8
C -8.9221 6.8069 5.4064 0.0 -0.2 -0.1
C -1.5784 0.8877 -2.7929 0.3 0.3 1.4
C -4.7270 4.6736 4.8646 0.3 0.0 0.1
C 0.8712 -3.6282 -0.8220 1.6 2.0 3.5
C -1.1141 -3.5389 -2.1803 -0.4 1.1 -1.6
C -4.6458 -2.8089 2.8687 1.5 -1.4 -3.6
C -1.5454 3.4224 -1.9174 -0.5 -0.2 0.0
C 5.5274 -2.5761 -1.5398 0.9 -0.4 -0.2
C 0.3567 -2.5246 -4.2215 0.1 -0.9 -0.7
C -1.9369 2.4278 -3.1267 0.1 -0.7 0.4
C 0.7290 -1.0560 -6.0646 2.6 -0.1 -3.0
C 4.8765 -1.7478 -0.3266 -0.4 -0.4 -0.5
C -2.7116 -1.4894 -2.1983 -0.3 0.4 0.7
C 3.4342 -1.0984 -0.6341 -0.3 0.1 -0.2
C -3.1119 -3.1496 2.9204 -2.2 -0.6 -2.2
C -1.9513 2.8932 -0.4570 -0.3 1.1 0.7
C -2.3430 -3.8153 1.7119 -4.1 0.9 -0.1
C 8.1107 0.3886 2.0716 -0.4 0.4 -0.4
C -0.7570 -3.5777 -3.7723 -0.9 0.3 0.1
C -4.6973 -3.6715 0.3336 1.7 0.6 3.3
C 7.1452 -2.6517 -1.3832 -1.0 -0.1 0.2
C -5.0367 4.0239 3.5385 -0.2 -0.1 0.0
C -3.1771 -4.0935 0.4375 -1.7 1.9 1.3
C -8.0961 7.6186 4.4393 -0.1 0.3 0.0
C 7.6049 -3.0875 0.1006 1.4 0.0 -0.5
C 7.6375 -1.1438 1.9935 0.6 0.3 0.2
C -2.6098 -4.8546 -0.8777 0.2 -4.4 2.8
C 8.4548 -1.9045 0.8265 0.0 -1.1 0.7
H -8.7036 7.9418 3.5924 0.0 -0.1 0.1
H -0.4191 3.6517 -1.8999 -1.6 -0.3 -0.2
H 6.7588 -3.4695 0.7710 1.1 0.7 -1.0
H 7.5413 -1.6039 -1.6336 -0.4 -1.5 0.4
H 2.7536 -1.1095 0.3034 1.3 0.1 -1.4
H 7.7763 2.3927 1.0271 -0.2 -1.9 -0.4
H 5.5921 -0.8843 -0.0813 -1.1 -1.4 -0.1
H 3.0872 -3.7521 -0.8443 -1.5 0.6 -1.1
H -1.3172 2.0186 -0.0694 -0.8 1.2 -0.8
H 0.5244 -0.1192 -5.4367 -0.1 -1.5 -0.4
H -5.2322 -2.3630 3.7410 1.3 -0.7 -1.2
H -9.4606 6.0156 4.8820 0.1 0.1 0.0
H 5.1382 -3.6689 -1.5760 0.5 1.9 0.1
H 9.2594 0.4464 2.2104 -1.9 -0.2 -0.2
H 7.8930 -1.6215 3.0149 -0.4 0.6 -1.6
H -0.5601 4.6979 2.4715 -0.2 -1.6 -1.2
H 1.6772 -1.1497 -2.0082 1.2 -1.2 0.4
H 6.6308 1.0366 0.4400 1.5 0.3 0.4
H 8.9176 -1.1873 0.0528 -1.0 -1.0 1.2
H -3.7669 0.3960 -2.7607 1.4 -0.4 1.1
H -1.7238 -3.2986 -4.3489 1.6 -0.4 1.1
H -2.7990 4.4116 1.0861 1.6 -0.6 -0.7
H -0.5318 -4.6663 -4.0983 -0.1 1.9 0.8
H -4.1705 3.5470 3.0782 -0.1 0.1 0.1
H 1.4110 -2.9987 -4.1756 -1.7 1.1 0.3
H -1.4023 5.0854 0.0994 -0.7 -1.7 0.6
H 3.2317 -1.7379 -2.7841 -1.1 -0.1 1.6
H -5.2591 -3.8385 -0.6457 1.0 0.2 1.6
H -1.3599 2.7030 -4.0797 -1.1 -0.1 1.3
H -1.1181 0.3121 -3.6805 -1.1 0.9 1.2
H -2.9317 -1.8738 -3.2537 0.5 0.7 1.4
H -3.5495 -1.9173 -1.5204 1.4 0.7 -1.2
H -7.2190 7.0873 4.0693 -0.2 0.0 0.1
H 5.3392 -2.1062 -2.5744 0.1 -0.6 1.6
H 7.5644 -3.4028 -2.1540 -0.7 1.3 1.2
H -0.9757 2.8646 2.3947 0.3 1.4 -0.9
H 3.6258 -0.0001 -0.9494 -0.6 -1.7 0.5
H 0.3148 3.5579 1.2754 -1.3 0.4 0.6
H 6.4911 -1.2675 1.8774 1.9 0.5 0.0
H 2.3668 -4.0174 -2.5142 -0.2 1.1 1.1
H -5.8351 3.2881 3.6490 0.1 0.1 0.0
H -4.5691 3.9164 5.6346 -0.1 0.0 -0.1
H -0.7458 0.9232 -1.9847 -1.1 -0.2 -1.4
H -3.0497 0.4415 -1.0508 0.6 -0.4 -1.8
H -2.6017 -2.9215 3.9290 -0.7 -0.5 -2.0
H -6.5618 -2.8330 1.4115 1.8 -0.2 0.5
H 7.6246 0.9056 2.9709 0.7 -0.8 -1.1
H 8.4448 1.1020 -0.1099 -1.4 0.1 1.4
H -1.4897 -2.1550 -0.4578 0.4 0.1 -1.9
H -0.4305 -1.3543 -1.7245 -1.2 -1.1 -0.1
H -9.6321 7.4065 5.9766 0.2 0.0 -0.1
H -3.0514 2.5613 -0.4094 1.6 0.4 -0.3
H 4.7620 -2.4807 0.5565 0.4 1.4 -1.2
H 0.2961 -1.4974 -3.7270 0.1 -1.6 -0.2
H 9.3493 -2.4341 1.3344 -1.3 1.0 -0.8
H -1.2265 -4.0835 1.7719 -2.1 0.5 -0.1
H 8.3295 -3.9850 -0.0278 -1.2 1.4 0.3
H -5.4983 5.3683 5.1987 0.1 -0.2 -0.1
H -2.1146 4.4125 -2.0909 1.0 -1.5 0.3
H -3.0855 2.4719 -3.2831 2.0 0.1 0.0